This record from the OMol25 dataset describes a molecular structure, C23H21ClN7O2PdS. The level of theory is ωB97M-V with the def2-TZVPD basis set.

XYZ file:
```
56
Properties=species:S:1:pos:R:3
Pd -0.03 0.61 0.59
O -2.07 2.67 3.38
C -1.49 1.86 2.68
N -1.05 2.04 1.40
C -1.03 3.24 0.67
C -1.44 4.49 1.13
C -1.32 5.58 0.28
C -0.79 5.44 -1.00
C -0.36 4.21 -1.46
C -0.48 3.10 -0.63
N -0.20 1.76 -0.98
C -0.22 1.28 -2.27
O 0.17 1.88 -3.24
C -0.86 -0.08 -2.42
C -0.93 -0.68 -3.67
C -1.57 -1.90 -3.78
C -2.11 -2.48 -2.64
C -1.99 -1.82 -1.43
N -1.39 -0.64 -1.32
C -1.15 0.48 3.21
C -1.51 0.14 4.49
C -1.20 -1.13 4.95
C -0.54 -2.01 4.11
C -0.20 -1.60 2.83
N -0.50 -0.38 2.39
H -1.86 4.59 2.12
H -1.65 6.55 0.64
H -0.71 6.30 -1.65
H 0.06 4.10 -2.45
H -0.49 -0.17 -4.51
H -1.66 -2.39 -4.74
H -2.63 -3.43 -2.69
H -2.40 -2.24 -0.52
H -2.03 0.87 5.09
H -1.47 -1.43 5.96
H -0.28 -3.01 4.43
H 0.32 -2.24 2.14
C 1.76 -5.16 -1.47
C 2.21 -4.32 -0.27
C 2.11 -2.86 -0.52
N 1.29 -2.07 0.06
N 1.37 -0.76 -0.36
C 2.27 -0.59 -1.30
N 2.58 0.57 -1.92
S 3.10 -2.05 -1.71
H 1.86 -6.22 -1.25
H 2.36 -4.94 -2.35
H 0.71 -4.95 -1.71
H 3.24 -4.57 0.00
H 1.59 -4.54 0.61
H 1.97 1.37 -1.89
H 3.29 0.58 -2.62
Cl 2.27 1.08 2.73
C 1.58 1.65 1.23
H 2.24 1.53 0.39
H 1.25 2.69 1.29
```

Properties
**HOMO**: -10.49 eV
**Calculated total energy**: -2408.8990 Ha
**Energy relative to the best compared isomer or geometry (same formula, charge and spin)**: 0.0 kJ/mol
**Charge**: +1
**Gap between HOMO and LUMO**: 6.4925 eV
**F_max**: 1.05 eV/Å
**M**: 601.41 Da